[1]
{"formula": "C3H11NOS2", "method": "ωB97M-V/def2-TZVPD", "de_lowest_ev": 4.5689, "e_lumo_ev": -4.3, "e_tot_ev": -28493.0275, "species": ["N", "C", "C", "C", "S", "S", "H", "H", "H", "H", "H", "H", "H", "H", "H", "H", "H", "O"], "xyz": [[-0.605783, -1.455467, -1.269166], [-0.982313, -0.077041, -1.091776], [0.023517, 0.897965, -1.638662], [-1.241666, 0.288409, 0.393260], [-1.933139, -0.867974, 1.451839], [2.247680, -0.600117, 0.281307], [0.360198, -1.604060, -0.992278], [-1.184568, -2.039174, -0.660649], [-1.927529, 0.079187, -1.601192], [-0.154550, 1.232452, -2.653138], [0.093978, 1.757110, -0.990610], [0.983947, 0.426293, -1.689114], [-0.201963, 0.444371, 0.816775], [-1.759375, 1.238908, 0.521430], [3.448916, -0.072899, 0.020104], [1.281625, -0.003079, 2.310344], [0.943565, 0.058960, 3.829786], [0.607452, 0.296157, 2.961736]], "forces_ev_per_angstrom": [[-0.3, 0.3, 0.5], [0.2, -0.6, -0.2], [0.2, 0.1, -0.7], [-1.0, 0.0, 0.4], [0.5, 0.1, 0.0], [-0.5, -0.5, 0.6], [0.2, 0.0, -0.2], [0.2, 0.0, -0.4], [-0.4, 0.1, 0.0], [-0.5, 0.0, -0.2], [0.1, 0.4, 0.1], [0.6, -0.1, 0.2], [0.4, -0.3, -0.1], [0.2, 0.3, 0.0], [-0.1, 0.3, -0.1], [-0.1, 0.1, 0.4], [0.1, 0.0, 0.0], [0.1, -0.2, -0.3]], "mulliken_charge": [-0.53, 0.24, -1.13, -0.47, 0.01, -0.50, 0.26, 0.27, 0.31, 0.35, 0.34, 0.25, 0.08, 0.41, 0.12, 0.27, 0.30, -0.57]}

[2]
{"formula": "C3H11NOS2", "method": "ωB97M-V/def2-TZVPD", "smiles": "CNCCSS.O", "de_lowest_ev": 1.7824, "e_lumo_ev": 0.3, "e_tot_ev": -28495.8140, "species": ["C", "N", "C", "C", "S", "S", "H", "H", "H", "H", "H", "H", "H", "H", "H", "O", "H", "H"], "xyz": [[1.147275, -3.437047, 0.630973], [0.633124, -2.160606, 0.649978], [0.463032, -1.518695, -0.564798], [1.292199, -0.267354, -0.601010], [0.629774, 1.180444, 0.340443], [-0.629350, 1.957418, -1.208356], [2.168160, -3.567417, 0.258884], [1.126436, -3.961980, 1.683718], [0.658499, -4.215727, -0.000422], [-0.374927, -2.308971, 0.960027], [-0.540514, -1.340104, -0.936544], [1.001453, -2.110946, -1.235742], [2.287433, -0.217769, -0.187516], [1.346124, 0.031703, -1.637767], [-0.770801, 3.315566, -0.942607], [-2.928090, 0.980642, 1.515335], [-2.792822, 1.851735, 1.834544], [-2.538015, 0.935816, 0.626518]], "forces_ev_per_angstrom": [[1.4, -5.0, 1.3], [-4.7, 0.2, 3.5], [1.9, 1.5, -1.0], [-0.9, 2.3, -0.4], [-0.6, 0.3, -0.5], [-0.2, 0.4, 0.2], [0.3, 0.8, 0.3], [0.2, 1.4, -1.8], [-0.5, 0.6, 0.0], [1.8, 0.5, 0.4], [-0.2, 0.0, 0.2], [0.4, -1.2, -2.0], [0.4, -1.2, 0.1], [0.3, 0.5, -0.4], [0.5, -1.2, 0.2], [-0.2, -1.5, -0.7], [0.3, 1.2, 0.3], [-0.1, 0.3, 0.4]], "mulliken_charge": [-1.00, -0.32, -0.26, -1.03, -0.03, -0.30, 0.34, 0.28, 0.37, 0.22, 0.41, 0.33, 0.34, 0.46, 0.17, -0.60, 0.30, 0.32]}

no.,orbital gap (hartree)
1,0.1471
2,0.3209